A 3-piece molecular cluster, C3O7 overall. Source: the Open Molecules 2025 dataset; level of theory: wB97M-V/def2-TZVPD.

Results
* HOMO energy (spin up / spin down): -0.2342 / -0.4172 Eh
* Kohn-Sham gap (spin up / spin down): 6.57 / 8.90 eV
* multiplicity: 3
* ⟨S²⟩: 2.02

Last column: Löwdin charge in e.
Element x y z (Å)
O (3.04354, -0.60892, -4.31724)  0.12
O (-2.61864, 0.19439, 3.77331)  0.21
O (2.56908, -0.02372, -3.22688)  0.01
O (1.19539, 1.43540, -2.08646)  0.19
C (-0.31423, -1.47907, 1.20113)  -0.46
O (0.19243, -0.92458, 0.34584)  0.22
C (1.79781, 0.74554, -2.78767)  -0.33
O (-0.69886, -2.08703, 2.07294)  0.24
O (-2.53861, 1.77232, 2.09991)  0.22
C (-2.62792, 0.97567, 2.92512)  -0.43